The following is a quantum chemistry calculation of an isolated molecule of CH5NOS3 in a non-equilibrium geometry, from OMol25.

Last column: Mulliken charge in e.
CARTESIAN COORDINATES (ANGSTROEM)
C (0.51778, 0.95788, 0.71102)  -0.694
S (-1.00096, 1.62293, 0.00303)  0.018
S (-2.06245, -0.16394, 0.19769)  0.513
N (-1.41278, -1.10149, -1.01706)  -0.429
O (-1.47138, -1.00927, 1.91815)  -0.608
S (-3.93398, -0.00939, -0.05865)  -0.276
H (0.21611, 0.08870, 1.30573)  0.291
H (0.95573, 1.71141, 1.35728)  0.345
H (1.19654, 0.68571, -0.09241)  0.268
H (-2.12791, -1.56535, -1.56019)  0.286
H (-0.69729, -1.73266, -0.69032)  0.285

Charge: 0
LUMO energy: -0.784 eV
HOMO-LUMO gap: 8.769 eV
2S+1: 1
ΔE to the lowest compared entry with this formula, charge and spin: 2.5481 eV
SMILES: CS[S@@](N)(=O)=S
Highest occupied orbital energy: -9.554 eV
DFT total energy: -37157.268 eV